1.
This record from the Open Molecules 2025 dataset describes a cluster of 15 separate species, C30H90O15 in total. The level of theory is ωB97M-V/def2-TZVPD.

Geometry as ORCA input:
```
! RIJCOSX wB97M-V def2-TZVPD def2/J DEFGRID3
* xyz 0 1
O -2.690 3.465 -0.510
O 3.292 -2.999 -1.219
O 1.225 1.413 -2.230
O -3.483 -2.460 -0.507
O -2.095 2.600 2.258
O 3.188 -2.321 1.701
O -1.428 2.264 -2.683
O 2.841 0.889 1.779
O -0.701 -0.968 5.387
O -1.085 -2.738 -1.758
O 0.607 2.707 2.582
O -3.153 -3.212 2.075
O -1.815 -5.053 0.100
O 0.378 -0.626 -0.487
O 3.096 4.080 -4.330
C -3.411 2.025 2.342
C -0.603 -5.864 -0.006
C 4.689 -3.154 -1.204
C 3.673 -3.517 3.683
C 3.443 2.372 -0.071
C 0.059 -3.261 -3.915
C 5.354 -2.355 -2.326
C 0.808 0.778 6.219
C -0.524 -0.002 0.448
C -1.394 2.716 -5.159
C -5.300 -1.547 -1.801
C -3.671 1.229 3.666
C 1.543 5.019 -2.689
C -3.444 -4.069 4.390
C -1.818 1.841 -3.984
C 1.879 4.666 2.538
C -2.383 4.846 -0.588
C -3.938 -1.257 -1.126
C -2.683 5.433 -2.049
C 2.240 0.964 -3.166
C 0.656 4.027 3.056
C 2.906 -2.412 3.097
C 3.422 0.970 0.444
C -1.160 -2.677 -3.185
C -2.663 -3.118 3.442
C 0.185 0.099 5.035
C 2.169 5.137 -4.123
C 1.841 -0.340 -3.879
C -0.380 -0.547 1.840
C -0.618 -6.777 -1.197
H -0.859 -6.173 -2.084
H -3.608 -2.493 0.493
H -2.066 3.036 1.383
H -2.024 -3.265 -3.446
H -3.748 5.489 -2.332
H -5.086 -2.280 -2.563
H -2.979 5.427 0.095
H -4.562 -4.014 4.400
H -0.385 1.085 0.381
H -3.143 -0.918 -1.834
H 3.489 -3.589 4.760
H 2.320 1.818 -3.852
H 1.030 -0.247 4.358
H -2.265 6.439 -2.117
H -2.886 1.808 -3.898
H 3.125 -1.511 3.641
H 0.267 -5.154 -0.067
H 1.288 3.960 -2.557
H -1.523 -0.255 0.161
H 4.915 -4.187 -1.281
H -4.638 0.753 3.600
H 3.378 -4.477 3.128
H 0.935 1.844 5.880
H -6.018 -1.837 -1.036
H 4.418 0.590 0.479
H 0.340 -7.243 -1.355
H -0.180 -1.672 5.709
H -0.326 2.924 -5.068
H 3.016 -2.832 -0.278
H 4.947 -2.704 -3.306
H 4.769 -3.347 3.578
H 1.715 0.415 6.640
H -3.063 -3.967 5.382
H -0.324 2.403 2.557
H 3.896 3.006 0.664
H 3.381 3.985 -5.276
H 4.980 -2.818 -0.154
H -2.074 4.970 -2.777
H 2.606 6.136 -4.319
H 2.403 2.683 -0.251
H 2.763 -1.498 1.451
H -2.725 -4.002 1.610
H 0.900 -0.169 -4.362
H 0.634 5.608 -2.617
H -1.433 -7.473 -1.095
H 2.156 1.512 1.981
H 2.907 0.179 -0.177
H -1.295 -1.616 -3.438
H -0.485 0.727 4.445
H 2.245 5.274 -1.933
H 1.876 -2.694 3.280
H 4.009 2.482 -1.009
H 2.535 -0.493 -4.706
H -0.540 -1.612 1.976
H -3.503 1.355 1.469
H -4.159 -0.445 -0.434
H 2.725 3.958 2.640
H 3.258 0.767 -2.748
H -3.551 1.948 4.510
H -0.369 4.423 2.760
H -0.515 1.954 -2.485
H -0.844 0.095 2.543
H -2.745 -2.029 3.717
H -2.018 -2.761 -1.466
H 1.820 -1.170 -3.203
H 0.737 -3.701 -3.214
H -1.389 0.885 -4.226
H -1.562 -4.422 -0.546
H 6.404 -2.343 -2.284
H -0.232 -4.022 -4.645
H 1.711 5.068 1.537
H -3.189 -5.093 4.060
H 0.645 4.006 4.128
H 0.666 -0.370 2.111
H -2.237 3.017 -1.249
H 1.114 0.646 -1.603
H -0.221 -1.278 -1.011
H 2.146 5.587 3.089
H -1.694 2.194 -6.021
H 0.019 0.907 6.988
H 0.650 -2.559 -4.557
H 1.243 5.083 -4.801
H -2.889 0.386 3.816
H -4.190 2.777 2.309
H -1.289 4.978 -0.404
H -1.903 3.704 -5.183
H -0.502 -6.525 0.841
H -1.622 -3.401 3.399
H -5.617 -0.604 -2.295
H 5.036 -1.293 -2.273
*
```

Its orbital gap is 10.28 eV. The calculation puts the energy relative to the best compared isomer or geometry (same formula, charge and spin) at 498.8 kJ/mol. The value obtained for the lowest unoccupied orbital energy is 0.650 eV.

***

2.
This record from the Open Molecules 2025 dataset describes a structure of composition C31H20Br2F3N2O8S5Tb. The level of theory is ωB97M-V/def2-TZVPD.

Geometry as ORCA input:
```
! RIJCOSX wB97M-V def2-TZVPD def2/J DEFGRID3
* xyz -2 7
Tb 1.290 0.187 -0.951
Br -1.682 0.624 -5.284
Br -0.383 6.153 -5.296
S 2.667 -2.596 -1.220
S 6.035 -0.832 -3.125
S -2.197 1.838 3.472
S 3.251 0.052 -3.483
S 5.563 -2.520 -0.974
F 5.139 3.210 0.281
F 5.683 1.409 -0.935
F 6.535 1.751 1.066
O 7.791 -0.975 -1.046
O 3.203 0.709 -0.085
O -0.173 0.735 -2.544
O 3.906 0.980 2.042
O -3.433 1.148 3.145
O -0.351 -1.519 -0.720
O -2.241 3.091 4.156
O 0.417 0.900 0.967
N 1.427 2.643 -1.653
N -1.300 1.900 1.987
C 2.227 4.867 -1.647
C -0.875 2.075 -4.433
C 0.522 4.243 -3.281
C 4.099 -1.863 -1.564
C 4.072 1.140 0.849
C 1.057 -0.254 3.904
C -0.104 -0.450 6.060
C -3.020 -2.948 1.305
C 1.275 5.219 -2.594
C -2.229 -2.909 2.611
C -0.105 1.790 -3.269
C -2.297 -2.759 0.088
C -4.417 -3.117 1.252
C -2.984 -2.972 -1.128
C -0.828 3.349 -5.055
C -0.265 1.116 2.034
C -1.114 0.304 5.631
C -5.096 -3.184 0.000
C 4.361 -0.881 -2.653
C 5.388 1.822 0.339
C -1.093 0.793 4.275
C 0.593 2.909 -2.673
C -0.939 -2.197 0.150
C 0.949 -0.803 5.135
C 2.345 3.564 -1.278
C -0.252 4.467 -4.480
C 0.000 0.547 3.406
C 6.769 -1.306 -1.630
C -2.163 -3.195 -2.366
C -6.543 -3.613 -0.126
C -4.377 -2.972 -1.195
H 1.091 6.229 -2.956
H -2.103 0.373 6.105
H 2.846 5.661 -1.244
H -2.884 -3.545 -3.099
H -6.657 -4.212 -1.028
H -6.845 -4.150 0.745
H -2.795 -3.196 3.524
H 1.681 -1.474 5.469
H -1.850 -1.916 2.906
H -1.284 3.557 -6.087
H -1.308 -3.851 -2.236
H 3.044 3.146 -0.626
H 1.917 -0.230 3.256
H -4.937 -2.983 -2.158
H -5.095 -3.223 2.084
H -7.174 -2.709 -0.306
H -1.436 -3.743 2.631
H -0.069 -0.735 7.152
H -0.516 -2.432 1.148
H -1.729 -2.237 -2.749
*
```

Its orbital gap (alpha / beta) is 3.43 / 3.42 eV. The calculation puts the energy relative to the best compared isomer or geometry (same formula, charge and spin) at 232.7 kJ/mol. The value obtained for the lowest unoccupied orbital energy (alpha / beta) is 3.125 / 3.124 eV. Its expectation value of S² is 12.674.

***

3.
This record from the Open Molecules 2025 dataset describes a structure of composition C31H20BrCl2N5O4Rb. The level of theory is ωB97M-V/def2-TZVPD.

Geometry as ORCA input:
```
! RIJCOSX wB97M-V def2-TZVPD def2/J DEFGRID3
* xyz -1 1
Rb 0.613 1.456 0.546
Br 1.688 -7.136 1.864
Cl 0.316 2.427 -4.818
Cl 2.454 7.381 -4.676
O 0.581 2.569 -1.883
O 1.034 4.026 0.472
O 2.234 1.343 3.124
O -0.466 0.680 4.678
N -2.106 1.383 2.069
N 2.957 -0.801 0.964
N -0.693 -2.033 -0.412
N 0.544 -0.212 2.783
N -1.854 0.346 -1.238
C 0.240 -5.612 -0.051
C 4.453 -2.472 2.609
C -0.183 -3.243 0.107
C -3.471 -0.938 -2.443
C -4.194 0.366 1.478
C 1.447 4.785 -1.759
C 0.536 -3.193 1.298
C 1.392 4.875 -4.542
C 1.810 0.224 2.840
C 3.858 -1.643 0.460
C 2.806 -0.778 2.289
C 1.450 4.862 -0.308
C -1.856 -2.031 -0.904
C 0.964 3.615 -2.450
C 0.923 -5.550 1.149
C -2.423 -0.816 -1.543
C 4.626 -2.497 1.232
C -2.276 1.432 -1.872
C -0.313 -4.450 -0.572
C -3.920 0.204 -3.092
C 1.904 5.919 -2.447
C 1.080 -4.351 1.828
C -0.471 0.309 3.517
C -3.285 1.409 1.449
C -3.855 -0.776 2.192
C -2.643 -0.814 2.853
C -3.304 1.410 -2.810
C 1.885 5.966 -3.812
C -1.799 0.291 2.771
C 3.531 -1.597 3.149
C 0.948 3.762 -3.891
H -3.506 2.311 0.888
H -5.132 0.444 0.945
H -3.909 -1.908 -2.643
H -0.821 -4.476 -1.528
H -3.601 2.324 -3.306
H -2.338 -1.678 3.428
H -4.531 -1.622 2.233
H 1.867 5.811 0.091
H 0.676 -2.233 1.786
H -1.761 2.355 -1.636
H -2.485 -2.931 -0.924
H -4.725 0.147 -3.813
H 1.361 4.917 -5.623
H 1.638 -4.315 2.753
H 5.032 -3.127 3.250
H 2.267 6.768 -1.878
H 5.338 -3.163 0.764
H 3.959 -1.638 -0.620
H 3.362 -1.533 4.216
H 0.150 -6.551 -0.581
*
```

Its orbital gap is 6.90 eV. The value obtained for the lowest unoccupied orbital energy is 2.002 eV.

***

4.
This record from the Open Molecules 2025 dataset describes a structure of composition C31H20BrF9NO7PRb. The level of theory is ωB97M-V/def2-TZVPD.

Geometry as ORCA input:
```
! RIJCOSX wB97M-V def2-TZVPD def2/J DEFGRID3
* xyz -1 1
Rb 2.490 -1.228 0.297
Br 1.439 -0.982 -3.635
P -0.727 0.175 0.439
F -4.520 -4.784 2.923
F -5.728 2.234 -3.579
F 1.777 5.692 3.337
F 1.230 4.582 5.112
F -0.249 5.788 4.097
F -4.043 2.702 -4.857
F -2.920 -4.764 4.383
F -4.590 -3.409 4.593
F -4.665 4.095 -3.323
O 1.244 -3.013 1.641
O 2.429 -3.920 -0.610
O 4.694 -4.091 -3.335
O 4.167 3.162 0.202
O 4.329 -2.464 -1.846
O -0.361 -4.583 1.481
O 3.784 0.983 0.623
N 2.814 0.715 -1.941
C -3.033 -2.941 2.879
C -3.578 2.124 -2.603
C 1.492 -4.779 0.049
C 0.413 3.779 3.043
C 3.102 -4.547 -1.644
C -1.535 1.005 -2.049
C -3.980 2.060 -1.270
C 0.707 -4.040 1.172
C 4.082 -3.568 -2.246
C -2.846 -1.591 0.912
C -0.357 1.572 1.551
C -3.154 1.470 -0.335
C -2.359 1.603 -2.996
C 3.746 2.433 -3.895
C -1.260 -1.340 2.698
C 2.975 1.338 -4.247
C -1.922 0.935 -0.716
C 3.563 1.772 -1.602
C 0.800 4.956 3.887
C 2.541 0.534 -3.203
C -4.494 2.783 -3.593
C -1.734 -0.948 1.447
C -3.497 -2.582 1.627
C 1.195 3.382 1.974
C -3.751 -3.979 3.681
C 3.881 1.994 -0.100
C 4.034 2.662 -2.560
C -1.127 1.975 2.643
C -0.744 3.077 3.384
C -1.909 -2.327 3.413
C 0.796 2.279 1.230
H -1.513 -2.642 4.368
H -3.465 1.417 0.701
H -2.049 1.651 -4.031
H 3.673 -5.426 -1.307
H -3.210 -1.330 -0.074
H 4.110 3.101 -4.665
H 2.120 3.882 1.716
H 2.034 -5.620 0.501
H -0.586 0.584 -2.353
H 4.605 3.512 -2.218
H -4.353 -3.084 1.196
H 2.714 1.113 -5.270
H 0.782 -5.173 -0.687
H 2.430 -4.891 -2.444
H -0.355 -0.907 3.104
H -2.015 1.420 2.920
H -4.936 2.471 -0.972
H -1.340 3.395 4.230
H 1.416 1.952 0.407
H 5.297 -3.405 -3.651
*
```

Its orbital gap is 7.84 eV. The calculation puts the energy relative to the best compared isomer or geometry (same formula, charge and spin) at 6.8 kJ/mol. The value obtained for the lowest unoccupied orbital energy is 1.849 eV.

***

5.
This record from the Open Molecules 2025 dataset describes a structure of composition C31H20Cl2MnN6O4S6. The level of theory is ωB97M-V/def2-TZVPD.

Geometry as ORCA input:
```
! RIJCOSX wB97M-V def2-TZVPD def2/J DEFGRID3
* xyz -2 2
Mn 1.278 0.018 -1.522
Cl 0.517 -6.228 2.478
Cl 2.677 -4.454 -2.135
S -1.486 3.380 1.048
S 1.640 -0.603 -4.119
S 3.883 -2.252 -5.215
S 3.891 0.331 -1.721
S 5.789 -1.462 -3.181
S 1.451 2.950 2.280
O -2.603 3.591 0.153
O -0.923 4.550 1.696
O 1.768 -1.811 -1.211
O 6.395 -3.075 -5.184
N 0.274 -1.276 0.999
N 1.560 1.268 0.337
N -0.765 -0.331 -1.856
N 0.713 1.755 -2.352
N -3.577 -0.153 5.382
N -0.446 2.462 0.319
C 1.451 -2.758 -0.432
C -1.397 -1.497 -1.741
C -1.994 2.730 3.689
C -1.108 3.135 -3.014
C -0.264 4.224 -3.109
C 1.088 4.044 -2.865
C 0.420 -3.586 1.718
C 3.286 -1.133 -3.984
C 0.768 2.202 0.827
C -2.464 1.893 4.692
C 1.539 2.790 -2.490
C -0.578 1.914 -2.635
C -3.325 -0.660 -2.855
C 4.173 -0.766 -3.043
C -3.183 0.311 3.031
C 1.806 -4.095 -0.681
C -0.356 -0.973 2.103
C -2.714 1.146 2.035
C -2.678 -1.707 -2.218
C 0.695 -2.540 0.797
C -2.668 0.548 -2.989
C 5.536 -2.401 -4.642
C 0.845 -4.889 1.383
C -3.059 0.676 4.372
C 2.808 1.886 2.179
C -0.639 -1.929 3.099
C -0.269 -3.228 2.899
C -1.384 0.684 -2.474
C 2.686 1.089 1.102
C -2.117 2.359 2.362
C 1.508 -5.129 0.211
H 1.789 4.864 -2.938
H -0.660 0.066 2.218
H -3.644 -1.124 5.119
H -1.144 -1.627 4.009
H -3.638 -0.640 2.776
H -3.126 -0.041 6.276
H -4.322 -0.792 -3.259
H 3.392 0.334 0.787
H -2.171 3.246 -3.164
H -3.144 -2.675 -2.098
H 3.614 1.934 2.891
H -0.659 5.205 -3.342
H -0.848 -2.291 -1.250
H -2.359 2.176 5.734
H 1.816 -6.136 -0.037
H 2.582 2.580 -2.285
H -2.790 0.862 0.992
H -0.496 -3.991 3.633
H -1.516 3.672 3.924
H -3.127 1.375 -3.510
*
```

Its orbital gap (alpha / beta) is 4.70 / 4.68 eV. The value obtained for the lowest unoccupied orbital energy (alpha / beta) is 3.867 / 3.867 eV. Its expectation value of S² is 1.007.

***

6.
This record from the Open Molecules 2025 dataset describes a structure of composition C31H21Cl2IMnNO6P. The level of theory is ωB97M-V/def2-TZVPD.

Geometry as ORCA input:
```
! RIJCOSX wB97M-V def2-TZVPD def2/J DEFGRID3
* xyz 2 4
I 1.306 2.034 1.665
Mn -0.836 0.852 0.587
Cl -3.408 -0.767 -2.912
Cl -3.461 -2.924 -0.916
P 0.784 -0.775 -0.054
O -0.723 1.923 -0.889
O -1.560 3.741 -1.918
O -2.075 -0.353 -0.102
O -4.141 0.577 0.144
O -1.375 0.299 2.539
O -2.763 0.813 4.217
N -2.067 2.311 1.170
C 0.485 -3.419 3.629
C -4.072 4.051 1.676
C 4.458 -1.335 -1.538
C 4.289 3.471 -0.987
C -3.939 -1.264 -1.304
C -0.558 -3.394 2.709
C -2.368 3.213 0.261
C 1.732 -1.857 2.296
C 3.215 -1.472 -0.898
C -0.462 -1.306 -3.835
C -0.108 -0.739 -2.623
C 3.107 0.914 -0.517
C -1.537 3.029 -0.977
C 0.087 -2.954 -1.650
C -0.535 -2.688 -3.960
C 1.626 -2.650 3.427
C -3.378 4.128 0.478
C -0.263 -3.509 -2.872
C -0.466 -2.598 1.578
C 2.525 -0.383 -0.418
C -2.734 2.212 2.314
C -3.401 -0.251 -0.316
C 4.950 -0.088 -1.775
C 4.296 1.062 -1.280
C 0.172 -1.568 -1.535
C -3.753 3.067 2.622
C 4.847 2.348 -1.514
C 2.654 2.113 0.082
C 0.691 -1.844 1.366
C 3.178 3.350 -0.128
C -2.244 1.026 3.052
H 2.631 -1.276 2.123
H -4.298 2.964 3.551
H -0.327 -4.586 -2.972
H 2.439 -2.679 4.143
H 4.712 4.449 -1.178
H -1.440 -4.003 2.868
H -0.808 -3.129 -4.912
H -4.882 4.743 1.877
H 0.413 -4.049 4.509
H 5.742 2.419 -2.123
H 4.983 -2.215 -1.889
H -2.405 0.002 4.615
H -0.062 0.340 -2.524
H 5.866 0.042 -2.340
H -0.688 -0.669 -4.682
H -5.012 -1.209 -1.282
H 2.778 -2.461 -0.830
H 0.293 -3.600 -0.805
H -3.609 4.860 -0.286
H -1.285 -2.560 0.870
H 2.782 4.225 0.373
*
```

Its orbital gap (alpha / beta) is 5.67 / 6.79 eV. The value obtained for the lowest unoccupied orbital energy (alpha / beta) is -8.461 / -7.311 eV. Its expectation value of S² is 4.075.